Record 1
A molecular structure, C38H21Br4IrN4O8S3. Source: the Open Molecules 2025 dataset; level of theory: the ωB97M-V functional and the def2-TZVPD basis.

Structure (XYZ):
```
79
Properties=species:S:1:pos:R:3:lowdin_charge:R:1
Ir -1.12 -0.02 0.00 1.708
O -3.34 0.84 5.77 0.082
C -2.86 0.68 4.52 -0.277
C -2.90 -0.54 3.85 0.073
C -2.39 -0.60 2.58 -0.156
N -1.85 0.45 1.96 0.039
C -1.84 1.63 2.58 -0.138
C -2.33 1.78 3.86 0.085
C -1.32 2.82 1.78 -0.640
O -1.21 3.89 2.38 0.019
O -1.08 2.52 0.59 -0.052
C -2.47 -1.87 1.77 -0.557
O -2.86 -2.91 2.25 0.085
O -2.10 -1.70 0.53 -0.160
H -3.70 0.01 6.09 0.111
H -3.33 -1.44 4.28 0.132
H -2.29 2.77 4.31 0.135
Br 4.28 0.97 -4.25 0.687
C 2.71 0.29 -3.45 -0.757
C 2.13 -0.89 -3.91 -0.759
Br 2.89 -1.85 -5.34 0.687
C 0.97 -1.38 -3.28 -0.657
Br 0.12 -2.97 -3.81 0.773
C 0.40 -0.68 -2.23 -0.414
O -0.71 -1.07 -1.61 -0.250
C 0.96 0.53 -1.80 -0.421
O 0.33 1.17 -0.83 -0.271
C 2.12 1.00 -2.39 -0.650
Br 2.83 2.60 -1.70 0.770
O -2.87 0.59 -0.67 -0.382
C -3.29 1.16 -1.88 -0.562
C -4.06 2.41 -1.51 -0.449
C -4.41 3.49 -2.26 -0.126
C -5.22 4.42 -1.55 -0.190
C -5.47 4.02 -0.27 -0.421
S -4.72 2.52 0.08 1.088
C -2.18 1.54 -2.85 -0.445
C -1.28 2.55 -2.71 -0.115
C -0.38 2.65 -3.80 -0.177
C -0.62 1.70 -4.75 -0.403
S -1.93 0.70 -4.33 1.076
C -4.24 0.17 -2.55 -0.491
C -5.21 0.39 -3.48 -0.136
C -5.84 -0.81 -3.90 -0.194
C -5.34 -1.91 -3.27 -0.421
S -4.10 -1.50 -2.17 1.093
H -4.07 3.63 -3.28 0.118
H -5.58 5.35 -1.97 0.092
H -6.02 4.54 0.49 0.055
H -1.25 3.18 -1.82 0.122
H 0.41 3.38 -3.87 0.097
H -0.07 1.54 -5.67 0.066
H -5.46 1.38 -3.84 0.111
H -6.64 -0.85 -4.63 0.092
H -5.64 -2.93 -3.39 0.056
N 5.47 -1.22 2.27 0.170
C 6.54 -1.97 2.71 -0.191
C 7.89 -1.68 2.91 -0.025
C 8.68 -2.71 3.38 -0.101
C 8.16 -3.98 3.64 -0.100
C 6.82 -4.27 3.44 -0.018
C 6.00 -3.24 2.96 -0.226
N 4.65 -3.26 2.66 0.184
C 4.38 -2.05 2.25 -0.279
C 3.06 -1.59 1.81 -0.121
C 2.70 -0.25 1.88 0.023
C 1.47 0.15 1.41 -0.069
N 0.61 -0.73 0.89 -0.068
C 0.93 -2.03 0.83 -0.054
C 2.15 -2.50 1.29 0.032
H 5.51 -0.29 1.88 0.159
H 8.29 -0.70 2.71 0.107
H 9.73 -2.52 3.55 0.097
H 8.82 -4.75 4.01 0.096
H 6.41 -5.25 3.63 0.110
H 3.36 0.50 2.30 0.119
H 1.15 1.18 1.39 0.124
H 0.19 -2.68 0.38 0.128
H 2.40 -3.54 1.22 0.122
```

## Properties
Total charge: -1
HOMO (alpha / beta) (Eh): -0.1908 / -0.1884
2S+1: 2
HOMO-LUMO gap (alpha / beta) (hartree): 0.2349 / 0.2161

=====

Record 2
A molecular structure, C38H21CrF4N8O5S. Source: the Open Molecules 2025 dataset; level of theory: the ωB97M-V functional and the def2-TZVPD basis.

Structure (XYZ):
```
78
Properties=species:S:1:pos:R:3:lowdin_charge:R:1
Cr -0.66 -0.06 0.32 0.960
O 1.60 -4.71 1.13 0.076
C 1.47 -4.12 2.32 -0.261
C 2.32 -4.53 3.35 -0.010
C 2.23 -3.96 4.60 -0.060
C 1.27 -2.98 4.87 -0.073
C 0.44 -2.54 3.87 -0.004
C 0.53 -3.10 2.58 -0.073
C -0.18 -2.43 1.51 -0.358
O -0.71 -1.26 1.69 -0.139
N -0.15 -2.90 0.27 0.078
N -0.48 -1.92 -0.60 -0.047
C -0.53 -2.18 -1.86 -0.005
C -0.77 -1.20 -2.88 -0.133
C -0.95 -1.59 -4.21 -0.030
C -1.18 -0.67 -5.20 -0.081
C -1.20 0.69 -4.89 -0.062
C -0.99 1.12 -3.59 0.006
C -0.79 0.18 -2.57 -0.284
O -0.61 0.57 -1.33 -0.149
H 1.02 -4.25 0.48 0.071
H 3.07 -5.28 3.12 0.122
H 2.92 -4.27 5.37 0.109
H 1.21 -2.54 5.86 0.105
H -0.28 -1.76 4.04 0.112
H -0.35 -3.21 -2.17 0.147
H -0.90 -2.65 -4.45 0.118
H -1.34 -0.99 -6.22 0.106
H -1.38 1.42 -5.67 0.111
H -0.97 2.17 -3.34 0.125
C -1.98 7.34 4.15 -0.044
C -1.72 5.88 3.91 -0.262
C -2.50 4.90 4.52 -0.028
C -2.26 3.55 4.31 -0.051
C -1.21 3.18 3.48 -0.303
C -0.40 4.14 2.88 -0.050
C -0.66 5.48 3.09 -0.025
S -0.88 1.48 3.11 0.631
O 0.51 1.21 3.29 -0.264
O -1.86 0.67 3.78 -0.268
N -1.15 1.42 1.48 -0.170
C -2.41 1.56 0.92 -0.362
C -3.23 2.69 0.91 0.035
C -4.31 2.68 0.05 -0.028
C -4.56 1.56 -0.75 -0.042
C -3.72 0.48 -0.65 -0.081
N -2.68 0.47 0.18 0.052
H -3.01 7.51 4.48 0.078
H -1.79 7.92 3.25 0.081
H -1.32 7.71 4.93 0.090
H -3.32 5.19 5.17 0.117
H -2.87 2.79 4.77 0.118
H 0.41 3.82 2.24 0.122
H -0.04 6.23 2.62 0.120
H -2.99 3.54 1.52 0.113
H -4.95 3.55 -0.01 0.117
H -5.39 1.55 -1.44 0.110
H -3.89 -0.43 -1.23 0.131
F 2.77 2.06 -0.92 0.112
C 3.96 2.24 -0.34 -0.149
C 4.63 3.39 -0.65 -0.151
F 4.05 4.24 -1.49 0.122
C 5.93 3.67 -0.16 -0.046
C 6.48 2.65 0.64 -0.146
C 5.80 1.51 0.97 -0.151
F 6.39 0.63 1.78 0.123
C 4.48 1.26 0.53 -0.024
C 3.74 0.10 0.95 -0.146
C 2.39 -0.01 0.70 -0.061
N 1.24 -0.09 0.55 0.150
C 4.29 -0.99 1.68 -0.207
N 4.70 -1.91 2.24 0.171
F 7.71 2.81 1.13 0.131
C 6.60 4.89 -0.43 -0.133
C 7.96 5.12 -0.12 -0.191
N 9.07 5.37 0.08 0.187
C 5.95 6.01 -1.00 -0.192
N 5.44 6.95 -1.41 0.182
```

## Properties
HOMO (alpha / beta) (Eh): -0.2739 / -0.2977
2S+1: 4
HOMO-LUMO gap (alpha / beta) (hartree): 0.1679 / 0.2107

=====

Record 3
A molecular structure, C38H22Cl2N6O2PtS2. Source: the Open Molecules 2025 dataset; level of theory: the ωB97M-V functional and the def2-TZVPD basis.

Structure (XYZ):
```
73
Properties=species:S:1:pos:R:3:lowdin_charge:R:1
Pt 0.24 0.15 0.09 1.224
Cl -5.29 1.47 -3.73 0.735
C -3.67 1.40 -3.15 -0.674
C -3.41 0.79 -1.94 -0.037
C -2.12 0.77 -1.42 -0.158
N -1.87 0.23 -0.07 -0.049
C -1.95 0.65 2.45 -0.237
O -2.57 1.14 3.35 0.177
C -0.93 -0.43 2.77 -0.161
C -1.09 -1.05 4.00 0.040
C -0.26 -2.11 4.34 0.003
C 0.68 -2.54 3.43 -0.004
C 0.80 -1.86 2.22 -0.109
N 0.03 -0.82 1.90 -0.064
C -1.04 1.27 -2.17 -0.195
C -1.31 1.88 -3.40 -0.022
C -2.61 1.96 -3.87 -0.663
Cl -2.89 2.76 -5.36 0.763
N 0.23 1.06 -1.65 -0.063
C 1.38 1.64 -2.06 -0.440
O 1.53 2.43 -2.98 0.096
C 2.54 1.21 -1.19 -0.164
C 3.82 1.58 -1.50 0.038
C 4.86 1.18 -0.66 0.000
C 4.55 0.44 0.47 -0.013
C 3.23 0.11 0.72 -0.091
N 2.24 0.46 -0.10 -0.066
H -4.23 0.34 -1.39 0.127
H -1.86 -0.69 4.66 0.136
H -0.37 -2.60 5.30 0.130
H 1.33 -3.38 3.63 0.127
H 1.51 -2.17 1.47 0.116
H -0.49 2.28 -3.98 0.114
H 3.99 2.17 -2.39 0.136
H 5.88 1.45 -0.88 0.129
H 5.31 0.13 1.16 0.124
H 2.96 -0.45 1.60 0.103
S -1.77 5.24 -2.15 1.166
C -2.77 5.80 -3.37 -0.315
C -4.10 5.37 -3.26 -0.112
C -4.28 4.57 -2.16 -0.046
C -3.10 4.38 -1.41 -0.430
C -2.93 3.56 -0.31 -0.126
C -1.59 3.35 0.28 -0.050
N -1.27 2.31 0.92 0.155
C -2.23 1.22 1.03 -0.305
C -3.67 1.66 0.93 -0.111
C -4.71 0.77 1.39 -0.009
C -4.65 -0.56 1.35 0.017
C -3.62 -1.45 0.80 -0.108
C -3.90 -2.82 0.89 0.042
C -3.10 -3.78 0.30 -0.185
C -2.01 -3.30 -0.43 -0.029
N -1.70 -2.02 -0.51 0.142
C -2.45 -1.12 0.10 -0.248
C -3.38 -5.21 0.40 -0.503
C -3.05 -6.19 -0.50 -0.107
C -3.48 -7.48 -0.10 -0.157
C -4.13 -7.45 1.10 -0.385
S -4.22 -5.87 1.75 1.068
C -3.98 2.81 0.29 0.055
H -2.37 6.44 -4.14 0.103
H -4.86 5.64 -3.97 0.134
H -5.23 4.11 -1.90 0.127
H -0.84 4.14 0.18 0.131
H -5.63 1.24 1.72 0.141
H -5.52 -1.10 1.72 0.130
H -4.79 -3.12 1.42 0.118
H -1.35 -3.99 -0.95 0.131
H -2.54 -6.00 -1.44 0.118
H -3.33 -8.38 -0.67 0.114
H -4.56 -8.28 1.64 0.079
H -5.01 3.09 0.13 0.146
```

## Properties
Total charge: +2
HOMO (Eh): -0.4709
HOMO-LUMO gap (hartree): 0.1765